Entry 1:
A single C5H7NO molecule, computed with wB97M-V/def2-TZVPD.

The geometry in XYZ format:
```
14
Properties=species:S:1:pos:R:3
C 0.2606 -0.1953 1.7491
C -0.0926 0.4322 0.4146
C 0.2202 -0.1241 -0.9344
N 1.4277 -0.6690 -1.1752
C -0.7579 0.2050 -1.8860
C -1.7374 0.6277 -1.0212
O -1.4659 0.7431 0.3164
H 1.3454 -0.3247 1.7883
H -0.0260 0.5072 2.5367
H -0.2209 -1.1618 1.9623
H 1.5408 -0.9994 -2.1226
H 1.8253 -1.2738 -0.4712
H 0.5109 1.3403 0.1702
H -2.7774 0.8778 -1.2357
```

Calculated values
highest occupied orbital energy: -7.760 eV
energy relative to the best compared isomer or geometry (same formula, charge and spin): 3.196 eV
molecular weight: 97.12 g/mol
E_LUMO: 0.4 eV
gap between HOMO and LUMO: 8.1 eV
total charge: 0
spin multiplicity: 1
SMILES string: C[C@@H]1OC=C=C1N

---

Entry 2:
A single C5H7NO molecule, computed with wB97M-V/def2-TZVPD.

The geometry in XYZ format:
```
14
Properties=species:S:1:pos:R:3
C 1.1134 -1.0378 0.3854
C 0.7565 -0.0095 -0.6554
C -0.6587 -0.0320 -1.1745
O -1.4201 1.0437 -0.5981
C -1.4350 0.8914 0.7550
N -0.4558 0.5643 1.4871
C 0.7958 0.3596 0.8042
H 0.3420 -1.7637 0.6263
H 2.1334 -1.3999 0.4442
H 1.5375 0.3603 -1.3151
H -1.1550 -0.9648 -0.8717
H -0.7266 0.0558 -2.2589
H -2.4330 0.9569 1.1898
H 1.6055 0.9756 1.1818
```

Calculated values
highest occupied orbital energy: -9.439 eV
energy relative to the best compared isomer or geometry (same formula, charge and spin): 1.773 eV
molecular weight: 97.12 g/mol
E_LUMO: 1.1 eV
gap between HOMO and LUMO: 10.5 eV
total charge: 0
spin multiplicity: 1
SMILES string: C1=N[C@H]2C[C@H]2CO1

---

Entry 3:
A single C5H7NO molecule, computed with wB97M-V/def2-TZVPD.

The geometry in XYZ format:
```
14
Properties=species:S:1:pos:R:3
C -0.4545 -0.2756 2.2588
N -0.2124 0.1413 0.9029
C 0.7713 2.0019 -1.5182
C 0.4240 0.8295 -1.6487
C 0.0684 -0.3548 -1.3873
C -0.1918 -0.7295 -0.0304
O -0.4036 -2.0410 0.2355
H 0.0654 -1.2026 2.5264
H -1.5286 -0.4229 2.4228
H -0.1161 0.5214 2.9250
H 1.7613 2.4208 -1.4916
H 0.1007 2.6732 -2.3930
H -0.0300 -1.0201 -2.2255
H -0.2543 -2.5414 -0.5768
```

Calculated values
highest occupied orbital energy: -8.743 eV
energy relative to the best compared isomer or geometry (same formula, charge and spin): 3.797 eV
molecular weight: 97.12 g/mol
E_LUMO: 0.7 eV
gap between HOMO and LUMO: 9.4 eV
total charge: 0
spin multiplicity: 1
SMILES string: C=C=C/C(O)=N/C